Here is 5 unconnected molecules or ions with the total composition C34H79BrN7O13P from the Open Molecules 2025 dataset. Energies are from ωB97M-V/def2-TZVPD.

Computed properties:
2S+1: 1
Calculated total energy: -5619.2699 hartree
Structure (SMILES): CCOCCO[C@@]1(CON=O)NC(=O)[C@@](C[C@H](C)Br)(P(=N)(O)O)[C@@]1(CCO)CCCOC.COC[C@@H](C)N.COC[C@@H](C)N.COC[C@@H](C)N.COC[C@@H](C)N
Strongest force on any atom: 3.8 eV/A

The geometry in XYZ format:
```
135
Properties=species:S:1:pos:R:3:forces:R:3:lowdin_charge:R:1
C -2.415 2.300 -5.963 0.24 1.00 0.33 -0.091
C -1.923 2.165 -4.441 -1.49 -0.50 -0.38 -0.271
O -0.648 1.503 -4.300 0.36 1.73 0.11 -0.206
C 0.409 2.470 -4.016 0.03 0.06 0.77 -0.142
C 0.542 2.733 -2.418 -0.84 1.05 -1.70 -0.157
O 1.780 2.170 -1.962 -0.62 -2.16 0.18 -0.141
C 1.570 1.144 -0.937 -0.43 0.31 1.07 -0.315
C 1.171 2.143 0.292 0.99 -2.35 1.07 -0.075
O -0.262 2.119 0.579 1.13 -0.72 -1.41 -0.161
N -0.636 3.393 0.974 0.10 0.11 3.05 -0.013
O -0.709 3.387 2.167 -0.47 0.84 -1.89 0.072
N 0.569 0.067 -1.280 -0.03 -1.91 -2.15 0.146
C 1.057 -1.339 -1.170 1.24 0.29 0.34 -0.352
O 0.728 -2.341 -1.801 0.36 3.28 1.66 0.098
C 2.179 -1.142 0.010 -1.34 -0.20 -1.46 -0.237
C 1.195 -1.038 1.266 -0.83 -0.12 1.96 -0.206
C 0.184 -2.317 1.360 -0.54 0.57 -0.28 -0.647
C -1.341 -1.882 1.029 0.96 0.14 0.12 -0.150
Br 0.104 -2.955 3.275 0.09 0.26 -0.96 0.636
P 3.300 -2.583 0.472 1.95 -3.03 1.30 0.735
N 3.172 -3.141 1.950 0.02 1.13 -1.73 -0.162
O 4.974 -2.205 0.266 -2.12 -0.45 -0.63 -0.211
O 2.993 -3.900 -0.590 1.47 2.43 0.45 -0.201
C 2.840 0.157 -0.666 1.00 2.69 -0.88 -0.243
C 4.027 0.931 0.064 0.39 0.37 1.01 -0.089
C 4.222 0.665 1.622 1.73 0.37 0.29 -0.215
O 3.889 1.839 2.441 0.39 -0.42 -1.01 -0.125
C 3.376 0.061 -2.193 0.46 -1.08 -0.37 -0.110
C 4.329 -1.149 -2.572 1.19 -0.09 -1.51 -0.127
C 5.914 -0.830 -2.442 -0.96 -0.21 -0.50 -0.212
O 6.615 -1.156 -3.690 0.91 0.90 1.55 -0.225
C 7.980 -0.700 -3.445 0.36 0.10 -0.05 -0.130
H -1.930 3.214 -6.458 -0.56 -1.35 0.65 0.075
H -2.187 1.393 -6.603 -0.35 0.97 1.02 0.080
H -3.536 2.521 -5.934 1.48 -0.47 -0.14 0.080
H -1.934 3.200 -3.948 0.08 -1.47 -0.60 0.126
H -2.699 1.503 -3.909 1.21 0.99 -0.61 0.127
H 1.392 2.019 -4.371 -1.30 0.72 0.33 0.135
H 0.172 3.464 -4.520 0.47 -1.34 0.39 0.126
H -0.407 2.321 -1.959 1.32 0.26 -0.18 0.131
H 0.552 3.868 -2.227 0.14 -1.62 -0.17 0.141
H 1.669 1.672 1.216 -0.61 1.23 -1.08 0.124
H 1.577 3.192 0.103 -0.74 -1.51 0.18 0.151
H 0.272 0.050 -2.276 -0.37 0.95 0.79 0.139
H 0.469 -0.165 1.273 1.20 -0.79 -0.52 0.107
H 1.731 -0.983 2.281 -0.48 -0.16 -1.77 0.074
H 0.538 -3.199 0.743 -0.46 1.01 0.85 0.083
H -2.041 -2.787 1.072 1.04 1.45 -0.02 0.086
H -1.395 -1.358 0.018 0.08 -0.87 1.17 0.073
H -1.601 -1.094 1.812 0.05 -1.19 -0.97 0.074
H 4.080 -3.053 2.419 -0.64 0.05 0.18 -0.005
H 5.422 -2.987 0.654 -0.28 0.59 -0.13 0.079
H 3.844 -4.074 -1.069 -1.06 0.04 0.28 0.070
H 5.058 0.770 -0.420 -1.78 -0.20 0.51 0.114
H 3.855 2.064 -0.051 0.09 -1.63 0.09 0.137
H 3.712 -0.252 2.047 0.32 1.25 -0.51 0.090
H 5.348 0.503 1.815 -1.64 -0.13 -0.45 0.131
H 4.568 2.512 2.211 -0.76 -0.65 0.32 0.100
H 2.527 0.024 -2.965 1.15 0.23 1.37 0.129
H 3.992 1.020 -2.355 -1.26 -1.37 0.09 0.134
H 4.066 -2.163 -2.140 0.24 1.41 -0.32 0.074
H 4.210 -1.296 -3.711 0.12 0.21 1.66 0.130
H 6.424 -1.441 -1.633 -0.77 1.05 -0.60 0.109
H 6.020 0.300 -2.315 0.03 -1.41 0.26 0.110
H 8.415 -1.231 -2.521 -0.56 0.75 -1.30 0.096
H 7.989 0.431 -3.254 -0.02 -1.47 -0.18 0.093
H 8.659 -0.897 -4.336 -1.16 0.03 1.02 0.095
C -4.882 0.426 4.536 0.34 0.03 0.18 -0.106
O -3.971 0.980 3.601 -0.36 -0.07 -0.29 -0.195
C -4.583 1.604 2.477 0.26 0.19 -0.11 -0.200
C -5.051 3.052 2.729 0.00 -0.16 0.30 -0.427
C -6.345 3.142 3.532 -0.25 0.11 -0.09 -0.075
N -4.015 3.844 3.404 0.15 -0.21 -0.15 0.047
H -5.772 0.016 4.050 -0.03 0.09 -0.02 0.090
H -5.164 1.174 5.279 -0.22 -0.07 0.01 0.074
H -4.372 -0.384 5.062 0.03 0.04 -0.11 0.088
H -3.809 1.632 1.703 0.04 -0.02 0.11 0.117
H -5.395 0.981 2.082 -0.10 -0.01 0.12 0.114
H -5.246 3.506 1.751 0.07 -0.10 -0.01 0.126
H -6.197 2.934 4.593 0.07 -0.03 -0.06 0.064
H -6.765 4.150 3.460 0.11 -0.06 0.01 0.074
H -7.093 2.443 3.147 0.03 0.00 0.03 0.070
H -3.182 3.856 2.818 -0.09 0.15 0.05 0.045
H -3.722 3.320 4.228 -0.08 0.13 -0.05 0.072
C 2.390 -4.239 -3.827 0.06 0.18 -0.23 -0.110
O 3.609 -4.968 -3.861 -0.10 -0.24 0.37 -0.198
C 3.480 -6.348 -3.535 0.27 -0.14 -0.06 -0.206
C 3.029 -7.238 -4.711 -0.16 0.39 -0.09 -0.430
C 1.538 -7.131 -5.018 -0.21 -0.21 0.01 -0.073
N 3.789 -6.946 -5.932 0.20 0.06 0.21 0.035
H 1.718 -4.596 -3.043 0.03 0.00 -0.04 0.086
H 1.898 -4.280 -4.801 -0.16 -0.02 0.07 0.080
H 2.630 -3.193 -3.624 0.01 -0.13 0.04 0.060
H 4.482 -6.672 -3.235 0.00 0.08 -0.08 0.119
H 2.835 -6.481 -2.658 -0.15 0.06 -0.06 0.119
H 3.225 -8.277 -4.426 0.10 0.09 0.04 0.134
H 1.282 -6.204 -5.532 0.09 0.00 0.05 0.064
H 1.225 -7.953 -5.667 0.10 0.09 0.03 0.076
H 0.945 -7.188 -4.101 0.03 0.04 -0.04 0.079
H 4.777 -7.108 -5.749 -0.08 -0.09 -0.09 0.071
H 3.736 -5.939 -6.089 -0.08 -0.14 -0.05 0.070
C 3.320 -0.355 8.312 -0.05 -0.39 0.04 -0.110
O 2.376 -0.883 7.396 -0.01 0.45 -0.05 -0.190
C 2.119 -0.052 6.268 -0.22 -0.21 -0.26 -0.194
C 3.151 -0.188 5.131 0.23 -0.15 0.37 -0.428
C 4.465 0.534 5.412 0.13 0.18 -0.10 -0.069
N 3.438 -1.595 4.826 -0.26 -0.01 0.13 0.050
H 3.256 0.735 8.387 0.04 0.01 -0.09 0.089
H 4.331 -0.658 8.032 0.10 0.20 0.06 0.073
H 3.109 -0.782 9.295 -0.08 0.01 -0.08 0.086
H 1.148 -0.380 5.880 0.07 -0.09 0.06 0.118
H 1.993 0.993 6.576 0.15 0.03 0.06 0.120
H 2.714 0.273 4.237 -0.08 0.00 0.09 0.113
H 5.088 0.004 6.134 -0.12 -0.05 0.02 0.064
H 5.049 0.629 4.494 -0.10 -0.05 0.07 0.057
H 4.283 1.543 5.794 0.02 -0.04 -0.02 0.082
H 2.570 -2.055 4.549 0.18 0.00 -0.22 0.010
H 3.680 -2.051 5.706 0.08 0.08 -0.12 0.074
C -10.448 3.676 -2.348 0.17 0.24 -0.24 -0.108
O -9.998 4.775 -1.572 -0.22 -0.24 0.32 -0.192
C -9.936 4.523 -0.172 0.17 0.28 0.11 -0.201
C -8.652 3.802 0.286 -0.07 -0.13 -0.39 -0.431
C -8.652 2.307 -0.021 0.02 -0.20 0.19 -0.067
N -7.451 4.410 -0.300 -0.15 0.22 0.03 0.042
H -11.202 3.083 -1.824 0.07 -0.02 0.06 0.090
H -9.604 3.048 -2.639 -0.12 -0.19 0.02 0.073
H -10.894 4.072 -3.263 0.01 0.06 0.10 0.087
H -9.953 5.510 0.302 0.03 -0.01 -0.12 0.122
H -10.837 3.999 0.169 0.02 -0.14 -0.08 0.119
H -8.591 3.906 1.375 -0.04 0.11 -0.06 0.124
H -8.474 2.096 -1.077 -0.02 0.09 0.02 0.065
H -7.860 1.805 0.542 -0.03 0.10 -0.07 0.064
H -9.602 1.848 0.264 0.04 0.02 -0.04 0.081
H -7.407 5.386 -0.015 0.10 -0.10 0.07 0.076
H -7.599 4.460 -1.308 0.07 -0.10 0.11 0.070
```
Forces are in eV/Å.